# C3H5N2O3

A gas-phase ion, C3H5N2O3 (charge +1) in a non-equilibrium geometry (the ωB97M-V functional and the def2-TZVPD basis, the Open Molecules 2025 dataset).

Bonds (Å) are listed after each position.
Positions of all 13 atoms, in Å:
1 C 0.786 1.348 0.171  N4 1.277, N5 1.272, H9 1.076
2 C -1.157 0.182 0.015  C3 1.504, N4 1.475, O6 1.168
3 C 0.015 -0.715 0.301  C2 1.504, N5 1.405, O7 1.715, O8 1.317
4 N -0.471 1.487 -0.010  C1 1.277, C2 1.475, H10 1.022
5 N 1.083 0.167 0.540  C1 1.272, C3 1.405, H11 1.018
6 O -2.283 -0.113 -0.080  C2 1.168
7 O 0.407 -1.035 -1.338  C3 1.715, H12 0.953
8 O -0.088 -1.835 0.986  C3 1.317, H13 0.985
9 H 1.497 2.148 0.068  C1 1.076
10 H -0.671 2.372 -0.481  N4 1.022
11 H 2.031 -0.186 0.657  N5 1.018
12 H -0.112 -1.736 -1.719  O7 0.953
13 H -1.036 -2.085 0.888  O8 0.985

Output
Charge: +1
HOMO, hartree: -0.5749
ΔE to the lowest compared entry with this formula, charge and spin, kcal/mol: 0.0